1.
Computed, not measured: CHF4NO5S2Sr as an isolated structure in a non-equilibrium geometry, with the ωB97M-V functional and the def2-TZVPD basis.

The gap between HOMO and LUMO is 7.6453 eV. The value obtained for the highest occupied orbital energy is -9.24 eV. The largest force on an atom is 2.804 eV/A. The relative energy (zero: lowest compared OMol25 entry of this formula, charge and spin) comes out at 0.0 kJ/mol. The energy is -1696.0168 hartree.

Last column: Löwdin charge in e.
Positions of all 15 atoms, in Å:
N 0.07398 -0.02419 -1.68681  -0.3373
S -0.45301 -1.68031 -1.36038  0.4381
O -1.46721 -1.86744 -2.42008  -0.4650
O 0.76104 -2.51649 -1.50688  -0.4586
S 0.80169 0.98276 -0.85813  0.7762
O -0.25111 2.20145 -0.28347  -0.1630
O 1.80100 1.85948 -1.44150  -0.2582
C 1.57321 0.36670 0.76273  -0.7013
F 0.84505 -0.60283 1.27431  0.1005
F 2.78662 -0.05894 0.50806  0.1922
F 1.62040 1.38914 1.58619  0.1786
F -1.56073 1.83967 -0.62216  -0.0775
Sr -1.72759 -1.95388 1.18446  1.5299
O -2.26826 -0.41491 2.53649  -0.6864
H -2.53506 0.47979 2.32718  -0.0681

=====

2.
Computed, not measured: C41H29BrCl2N4O3PRhS2 as an isolated structure in a non-equilibrium geometry, with the ωB97M-V functional and the def2-TZVPD basis.

The gap between HOMO and LUMO (spin up / spin down) is 6.0064 / 6.0074 eV. The value obtained for the highest occupied orbital energy (spin up / spin down) is -7.63 / -7.63 eV. The largest force on an atom is 1.972 eV/A. The relative energy (zero: lowest compared OMol25 entry of this formula, charge and spin) comes out at 52.9 kJ/mol. The energy is -6767.2866 hartree.

Last column: Löwdin charge in e.
Positions of all 84 atoms, in Å:
Rh -0.52975 0.48535 1.27256  0.7520
S -0.72099 0.04286 3.70548  0.6934
C -1.99500 -1.03061 3.27955  -1.1066
S -2.36109 -0.98164 1.59604  0.6815
C -2.66901 -1.83160 4.16278  -0.3835
C -2.36761 -1.86316 5.55014  -0.2410
N -2.13784 -1.91018 6.67754  0.1604
C -3.70400 -2.69591 3.71329  -0.2521
N -4.53813 -3.40475 3.35473  0.1596
O -0.97738 0.43418 -1.05999  -0.3829
P -1.71518 0.87210 -2.28116  0.8199
C -0.68341 1.97614 -3.27057  -0.2829
C 0.62030 2.16876 -2.82127  -0.0839
C 1.49315 2.96570 -3.54604  -0.0638
C 1.06748 3.56633 -4.72142  -0.0719
C -0.23141 3.37228 -5.17273  -0.0736
C -1.10855 2.58003 -4.45109  -0.1025
C -2.22088 -0.53207 -3.30578  -0.2561
C -2.95259 -1.51596 -2.64071  -0.0640
C -3.42456 -2.61617 -3.33403  -0.0617
C -3.16771 -2.73667 -4.69395  -0.0726
C -2.43045 -1.76541 -5.35405  -0.0745
C -1.94974 -0.66256 -4.66197  -0.0691
C -3.30067 1.67402 -1.87856  -0.2526
C -4.16806 2.17943 -2.84422  -0.0699
C -5.36366 2.76611 -2.46531  -0.0695
C -5.71866 2.81746 -1.12408  -0.0711
C -4.88717 2.26567 -0.16177  -0.0633
C -3.67920 1.70063 -0.54047  -0.0974
H 0.93679 1.69011 -1.90141  0.0839
H 2.50732 3.11116 -3.19834  0.1112
H 1.74692 4.18911 -5.28849  0.1076
H -0.55945 3.83403 -6.09491  0.1081
H -2.11866 2.44473 -4.81312  0.0934
H -3.13913 -1.40925 -1.57777  0.1011
H -3.99692 -3.37399 -2.81597  0.1112
H -3.54420 -3.59224 -5.23903  0.1067
H -2.23179 -1.86431 -6.41319  0.1059
H -1.36378 0.08435 -5.18129  0.0970
H -3.92043 2.09729 -3.89453  0.0958
H -6.02526 3.18052 -3.21458  0.1074
H -6.65784 3.26606 -0.82686  0.1069
H -5.18404 2.25947 0.87899  0.1115
H -3.02918 1.24962 0.19346  0.0280
Br -1.23633 5.25623 -1.55586  0.8100
C -1.47336 4.42960 0.12761  -0.6440
C -2.35026 4.96004 1.05827  -0.0849
C -2.49548 4.29137 2.26306  -0.0335
C -1.78736 3.12489 2.48187  -0.1162
N -0.93917 2.62364 1.57878  -0.0291
C -0.75971 3.28440 0.42691  -0.1687
H -2.89010 5.87370 0.85297  0.1133
H -3.14925 4.68536 3.02807  0.1166
H -1.88000 2.57828 3.41138  0.0825
H -0.00950 2.89186 -0.24762  0.0813
Cl 1.17348 -4.00105 3.09002  0.7369
C 2.73338 -4.72639 2.93468  -0.5826
C 2.91292 -6.01324 3.40669  -0.1128
C 4.15466 -6.61673 3.31751  -0.0884
C 5.19461 -5.95698 2.68947  -0.1155
C 5.00390 -4.67955 2.19263  -0.5872
Cl 6.28274 -3.96386 1.26850  0.7443
C 3.78637 -3.99176 2.35624  -0.2893
N 3.58945 -2.69540 1.89729  0.0768
C 4.43726 -1.61249 2.14223  -0.2193
C 5.38797 -1.68182 3.16597  -0.0633
C 6.22061 -0.61597 3.44421  -0.0857
C 6.12206 0.55424 2.71191  -0.0955
C 5.19049 0.63779 1.69247  -0.0469
C 4.34510 -0.41992 1.37754  -0.1439
C 3.41558 -0.25799 0.18812  -0.0407
C 1.98146 0.08050 0.58803  -0.6091
O 1.57180 1.25747 0.47042  -0.0489
O 1.22619 -0.83615 1.04085  -0.1033
H 2.07425 -6.53312 3.84821  0.1050
H 4.30645 -7.60799 3.72130  0.1058
H 6.15460 -6.43629 2.55808  0.1031
H 2.63423 -2.44190 1.66516  0.0847
H 5.45844 -2.58274 3.76034  0.1097
H 6.94590 -0.69803 4.24331  0.1045
H 6.77514 1.39042 2.92382  0.0985
H 5.11394 1.55039 1.11287  0.1124
H 3.42472 -1.16977 -0.41383  0.1315
H 3.75422 0.58195 -0.41542  0.1155

=====

- Among the records above, which one has the highest energy?
  CHF4NO5S2Sr